1.
13 unconnected molecules or ions with the total composition C46H100O15 at a distorted geometry. Source: OMol25; level of theory: ωB97M-V/def2-TZVPD.

CARTESIAN COORDINATES (ANGSTROEM)
C: -1.52 -13.52 18.65
C: -1.95 -12.86 19.89
C: -0.65 -12.81 20.71
O: -0.10 -14.10 20.50
C: -0.25 -14.35 19.12
H: -1.22 -12.77 17.92
H: -2.23 -14.16 18.12
H: -2.70 -13.45 20.42
H: -2.35 -11.86 19.69
H: -0.83 -12.72 21.78
H: 0.04 -12.03 20.38
H: -0.35 -15.42 18.93
H: 0.62 -14.08 18.53
C: 7.56 -17.86 22.39
C: 6.37 -17.09 21.86
C: 5.22 -17.89 22.42
O: 5.75 -18.74 23.39
C: 7.12 -18.42 23.72
H: 8.39 -17.16 22.45
H: 7.83 -18.71 21.76
H: 6.31 -17.10 20.77
H: 6.39 -16.08 22.28
H: 4.64 -18.48 21.71
H: 4.57 -17.20 22.96
H: 7.65 -19.25 24.17
H: 7.06 -17.63 24.47
C: 2.28 -14.76 24.82
C: 1.76 -14.66 23.40
C: 0.31 -15.09 23.63
O: 0.30 -15.86 24.79
C: 1.19 -15.27 25.75
H: 2.63 -13.80 25.20
H: 3.18 -15.38 24.81
H: 2.25 -15.38 22.75
H: 1.80 -13.67 22.94
H: -0.16 -15.68 22.85
H: -0.33 -14.23 23.81
H: 1.56 -15.99 26.48
H: 0.64 -14.47 26.25
C: 0.98 -16.31 31.07
C: 0.39 -15.11 31.74
C: 0.53 -14.08 30.66
O: 0.43 -14.83 29.43
C: 0.45 -16.24 29.63
H: 0.79 -17.27 31.54
H: 2.06 -16.22 30.98
H: 0.98 -14.87 32.63
H: -0.66 -15.25 32.00
H: 1.51 -13.62 30.71
H: -0.29 -13.37 30.71
H: 0.98 -16.88 28.93
H: -0.61 -16.49 29.59
C: 4.11 -13.85 18.73
C: 4.33 -14.83 17.60
C: 3.57 -16.04 18.11
O: 3.67 -16.06 19.52
C: 3.93 -14.73 19.97
H: 3.26 -13.17 18.66
H: 4.98 -13.19 18.79
H: 5.42 -14.89 17.52
H: 3.91 -14.50 16.65
H: 3.93 -16.95 17.63
H: 2.52 -15.94 17.83
H: 4.83 -14.66 20.57
H: 3.03 -14.33 20.44
C: -4.14 -16.73 21.70
C: -4.73 -17.39 20.46
C: -3.71 -16.95 19.49
O: -2.49 -17.16 20.19
C: -2.66 -16.91 21.57
H: -4.60 -17.20 22.56
H: -4.38 -15.67 21.83
H: -5.72 -17.07 20.15
H: -4.72 -18.48 20.57
H: -3.70 -15.90 19.20
H: -3.76 -17.55 18.58
H: -2.09 -16.05 21.92
H: -2.50 -17.78 22.21
C: 5.37 -18.95 27.05
C: 4.65 -19.43 28.18
C: 3.70 -18.30 28.57
O: 3.55 -17.56 27.37
C: 4.35 -18.09 26.38
H: 5.80 -19.74 26.44
H: 6.20 -18.38 27.46
H: 5.25 -19.83 29.00
H: 4.04 -20.25 27.81
H: 4.11 -17.67 29.35
H: 2.69 -18.64 28.79
H: 4.80 -17.25 25.84
H: 3.67 -18.63 25.72
C: 0.91 -19.95 23.66
C: 0.60 -18.54 23.03
C: 0.56 -18.80 21.48
O: 0.67 -20.17 21.34
C: 1.28 -20.80 22.52
H: 0.10 -20.36 24.28
H: 1.80 -19.81 24.28
H: 1.39 -17.82 23.20
H: -0.36 -18.17 23.41
H: 1.39 -18.31 20.97
H: -0.31 -18.37 20.99
H: 2.36 -20.79 22.44
H: 0.98 -21.85 22.61
C: 3.31 -11.11 23.40
C: 2.21 -10.64 22.46
C: 2.85 -10.82 21.03
O: 4.24 -11.14 21.25
C: 4.32 -11.82 22.50
H: 2.91 -11.82 24.12
H: 3.72 -10.23 23.90
H: 1.98 -9.58 22.59
H: 1.23 -11.13 22.52
H: 2.66 -9.85 20.57
H: 2.34 -11.61 20.48
H: 5.32 -11.70 22.91
H: 4.11 -12.89 22.55
C: 3.28 -14.26 28.56
O: 4.38 -13.99 27.77
H: 2.75 -15.18 28.30
H: 3.52 -14.38 29.61
H: 2.64 -13.38 28.57
H: 4.53 -13.05 27.90
C: 0.36 -11.42 26.47
O: 0.00 -10.10 26.12
H: 0.19 -12.01 25.57
H: 1.41 -11.47 26.78
H: -0.29 -11.84 27.24
H: -0.94 -10.15 25.97
C: -0.80 -18.64 27.00
O: -1.63 -18.78 28.20
C: -2.97 -18.47 27.99
C: -3.64 -18.28 29.44
O: -2.97 -17.27 30.21
C: -3.20 -17.22 31.59
H: -1.04 -17.67 26.55
H: -1.01 -19.38 26.22
H: 0.24 -18.68 27.31
H: -3.52 -19.23 27.43
H: -3.14 -17.56 27.41
H: -3.63 -19.20 30.02
H: -4.66 -17.91 29.38
H: -2.98 -18.15 32.12
H: -4.21 -16.95 31.90
H: -2.55 -16.49 32.07
C: -3.75 -13.84 24.61
O: -4.00 -14.07 25.98
C: -2.86 -14.29 26.72
C: -3.26 -14.55 28.25
O: -3.94 -13.44 28.77
C: -4.07 -13.45 30.16
H: -4.67 -13.55 24.11
H: -3.35 -14.76 24.20
H: -3.10 -12.96 24.54
H: -2.21 -13.42 26.62
H: -2.29 -15.13 26.34
H: -2.34 -14.82 28.77
H: -3.97 -15.37 28.18
H: -4.63 -12.55 30.44
H: -3.09 -13.42 30.64
H: -4.65 -14.34 30.41

Values from the calculation:
E_HOMO (spin up / spin down): -0.3890 / -0.3889 Ha
spin multiplicity: 2
⟨S²⟩: 0.75
charge: +1
E_LUMO (spin up / spin down): -2.3 / -8.4 eV

2.
A single C3H4OS2 molecule at a distorted geometry. Source: OMol25; level of theory: ωB97M-V/def2-TZVPD.

CARTESIAN COORDINATES (ANGSTROEM)
C: 0.59 -0.78 0.22
C: -0.08 0.52 -0.01
C: -1.63 0.53 -0.09
H: 2.37 0.68 -0.27
H: 0.14 -1.59 -0.38
H: 0.46 -1.14 1.23
H: -2.01 1.55 -0.22
O: 0.52 1.58 -0.07
S: 2.31 -0.66 -0.23
S: -2.66 -0.69 -0.17

Values from the calculation:
E_HOMO: -0.3396 Ha
energy above the lowest of the compared OMol25 structures with the same formula, charge and spin: 1.4065 eV
charge: 0
E_LUMO: -1.7 eV

3.
A molecular structure, C5H11IrN5O3S at a distorted geometry. Source: OMol25; level of theory: ωB97M-V/def2-TZVPD.

CARTESIAN COORDINATES (ANGSTROEM)
Ir: -3.90 4.97 -10.05
N: -3.84 3.84 -8.20
C: -3.65 2.39 -8.38
C: -3.56 2.05 -9.89
O: -3.39 0.93 -10.39
N: -3.52 3.13 -10.68
C: -3.21 2.88 -12.07
C: -3.20 4.21 -12.75
O: -2.90 4.41 -13.96
O: -3.51 5.18 -11.96
H: -3.03 4.25 -7.74
H: -4.65 4.09 -7.64
H: -4.34 1.82 -7.81
H: -2.66 2.19 -7.96
H: -4.11 2.35 -12.51
H: -2.28 2.39 -12.10
N: -4.30 7.14 -11.04
N: -4.25 8.16 -10.14
C: -4.33 7.81 -8.80
N: -4.65 8.94 -8.13
S: -4.18 6.41 -7.89
H: -3.59 7.08 -11.82
H: -5.24 6.82 -11.32
H: -4.59 9.12 -10.37
H: -4.45 9.85 -8.54
H: -4.85 8.92 -7.13

Values from the calculation:
E_HOMO (spin up / spin down): -0.5597 / -0.6126 Ha
spin multiplicity: 6
⟨S²⟩: 8.77
charge: +2
E_LUMO (spin up / spin down): -6.9 / -11.8 eV

4.
A molecular structure, C41H55N3O4P3PtSi2Te. Source: OMol25; level of theory: ωB97M-V/def2-TZVPD.

CARTESIAN COORDINATES (ANGSTROEM)
Pt: 0.78 -0.70 -0.84
C: -0.74 -4.67 -0.41
Si: 0.29 -3.72 0.86
C: -0.39 -4.31 2.50
C: 2.07 -4.17 0.61
N: 0.12 -1.98 0.71
P: -0.84 -0.82 1.37
C: -0.63 0.35 0.16
P: -0.51 1.73 -0.81
N: 0.45 1.08 -1.96
Si: 0.80 1.49 -3.63
C: 1.14 3.31 -3.89
C: 2.26 0.48 -4.19
C: -0.67 1.04 -4.70
C: -2.15 2.30 -1.33
C: -2.27 3.44 -2.13
C: -3.52 3.85 -2.57
C: -4.66 3.14 -2.19
C: -4.54 2.03 -1.37
C: -3.29 1.61 -0.95
C: 0.23 3.25 -0.17
C: 1.55 3.56 -0.48
C: 2.10 4.76 -0.07
C: 1.34 5.65 0.69
C: 0.04 5.33 1.04
C: -0.52 4.14 0.60
C: -2.56 -1.34 1.58
C: -3.37 -0.78 2.56
C: -4.73 -1.09 2.61
C: -5.27 -1.96 1.68
C: -4.47 -2.52 0.69
C: -3.12 -2.21 0.64
C: -0.35 -0.27 3.02
C: -0.50 -1.09 4.14
C: -0.10 -0.63 5.38
C: 0.43 0.64 5.52
C: 0.57 1.46 4.41
C: 0.18 1.00 3.16
H: -0.38 -5.70 -0.42
H: -0.68 -4.30 -1.44
H: -1.79 -4.70 -0.13
H: -0.34 -5.40 2.52
H: -1.44 -4.03 2.61
H: 0.16 -3.95 3.37
H: 2.17 -5.24 0.39
H: 2.67 -3.96 1.50
H: 2.54 -3.61 -0.20
H: 1.82 3.75 -3.16
H: 0.21 3.90 -3.89
H: 1.59 3.44 -4.88
H: 3.07 0.46 -3.46
H: 2.67 0.91 -5.11
H: 1.96 -0.54 -4.44
H: -1.56 1.60 -4.41
H: -0.90 -0.02 -4.64
H: -0.46 1.27 -5.75
H: -1.39 4.02 -2.39
H: -3.61 4.73 -3.19
H: -5.63 3.47 -2.53
H: -5.43 1.49 -1.06
H: -3.21 0.74 -0.29
H: 2.14 2.85 -1.06
H: 3.12 5.01 -0.33
H: 1.77 6.59 1.01
H: -0.55 6.01 1.63
H: -1.56 3.91 0.84
H: -2.95 -0.10 3.29
H: -5.35 -0.65 3.37
H: -6.33 -2.21 1.73
H: -4.90 -3.21 -0.03
H: -2.50 -2.64 -0.13
H: -0.94 -2.08 4.04
H: -0.22 -1.27 6.25
H: 0.73 1.00 6.50
H: 0.98 2.46 4.52
H: 0.29 1.63 2.28
O: 2.18 -2.03 -1.97
C: 1.45 -2.94 -2.78
C: 0.04 -2.49 -3.02
C: -0.72 -3.06 -4.02
C: -2.06 -2.72 -4.13
C: -2.60 -1.81 -3.24
C: -1.78 -1.25 -2.28
N: -0.49 -1.59 -2.17
H: 2.85 -1.51 -2.46
H: 1.41 -3.89 -2.23
H: 1.97 -3.12 -3.72
H: -0.26 -3.77 -4.69
H: -2.67 -3.16 -4.91
H: -3.64 -1.50 -3.29
H: -2.13 -0.53 -1.57
C: 2.93 -2.45 3.68
C: 3.33 -1.15 3.03
O: 3.60 -1.39 1.62
P: 3.56 -0.16 0.62
O: 2.08 0.25 0.39
Te: 4.88 -0.45 -1.28
O: 4.20 0.95 1.57
C: 4.21 2.37 1.39
C: 3.24 3.01 2.36
H: 2.78 -2.28 4.75
H: 3.71 -3.21 3.56
H: 2.00 -2.82 3.26
H: 4.25 -0.76 3.47
H: 2.55 -0.40 3.14
H: 3.99 2.61 0.35
H: 5.23 2.68 1.60
H: 2.21 2.77 2.09
H: 3.36 4.10 2.34
H: 3.45 2.66 3.37

Values from the calculation:
E_HOMO: -0.3500 Ha
energy above the lowest of the compared OMol25 structures with the same formula, charge and spin: 0.1156 eV
charge: +1
E_LUMO: -2.7 eV

5.
A gas-phase ion, C8H9BrN3 (charge +1) at a distorted geometry. Source: OMol25; level of theory: ωB97M-V/def2-TZVPD.

CARTESIAN COORDINATES (ANGSTROEM)
C: 1.01 -0.63 -0.92
C: -0.80 0.82 -2.24
C: -0.63 0.65 0.09
C: 2.01 -1.54 -1.00
C: 2.47 -2.02 0.23
C: 2.07 -1.46 1.41
C: 1.01 -0.60 1.37
C: -1.17 1.13 1.36
N: 0.49 -0.19 0.19
N: -1.28 0.95 -1.05
N: -2.43 1.72 -0.95
Br: -1.67 0.46 -3.80
H: 2.12 -1.98 -2.00
H: 3.17 -2.93 0.29
H: 2.36 -1.82 2.38
H: 0.82 0.00 2.36
H: -0.46 1.93 1.88
H: -2.16 1.64 1.25
H: -1.11 0.23 1.97
H: -2.45 2.44 -1.76
H: -3.34 1.21 -1.05

Values from the calculation:
E_HOMO (spin up / spin down): -0.4239 / -0.4318 Ha
energy above the lowest of the compared OMol25 structures with the same formula, charge and spin: 5.8355 eV
charge: +1
E_LUMO (spin up / spin down): -4.8 / -5.2 eV

6.
11 unconnected molecules or ions with the total composition C11H44O11 at a distorted geometry. Source: OMol25; level of theory: ωB97M-V/def2-TZVPD.

CARTESIAN COORDINATES (ANGSTROEM)
C: -2.91 5.18 -2.92
O: -2.48 3.95 -3.54
H: -3.65 5.82 -3.47
H: -3.27 5.08 -1.84
H: -2.04 5.83 -2.90
H: -3.01 3.18 -3.20
C: -4.54 1.61 -1.69
O: -3.35 1.75 -2.43
H: -5.34 1.96 -2.30
H: -4.72 0.52 -1.51
H: -4.41 2.13 -0.77
H: -2.70 1.10 -2.16
C: 2.11 -2.13 4.35
O: 1.86 -1.35 3.18
H: 1.17 -2.18 4.84
H: 2.59 -3.13 4.22
H: 2.77 -1.53 4.99
H: 1.57 -1.89 2.42
C: -0.91 -1.09 -2.82
O: -1.28 -0.07 -1.86
H: -1.05 -2.03 -2.30
H: -1.53 -1.05 -3.67
H: 0.10 -1.13 -3.12
H: -0.95 0.75 -2.30
C: 4.00 0.59 -1.43
O: 2.56 0.24 -1.57
H: 4.37 0.61 -2.48
H: 4.08 1.65 -1.07
H: 4.60 -0.15 -0.86
H: 2.27 -0.04 -0.68
C: -3.24 -2.07 2.81
O: -2.04 -2.36 2.06
H: -3.14 -1.07 3.25
H: -4.18 -1.89 2.22
H: -3.45 -2.81 3.61
H: -1.84 -1.50 1.65
C: -0.59 1.47 1.48
O: -1.33 0.32 1.07
H: -1.25 2.18 2.02
H: 0.19 1.22 2.21
H: -0.11 1.98 0.64
H: -1.15 0.21 0.13
C: 0.65 3.01 -2.81
O: -0.39 2.12 -3.41
H: 0.43 3.21 -1.73
H: 1.51 2.42 -2.92
H: 0.82 3.92 -3.37
H: -1.16 2.72 -3.38
C: 0.04 -4.89 2.22
O: 0.29 -3.55 1.72
H: -0.82 -5.31 1.69
H: 0.92 -5.50 1.99
H: -0.14 -4.87 3.32
H: -0.62 -3.17 1.65
C: 1.93 -2.80 -0.96
O: 2.24 -2.29 0.32
H: 2.24 -3.87 -1.04
H: 0.86 -2.62 -1.31
H: 2.46 -2.31 -1.78
H: 1.71 -2.86 0.91
C: 4.02 1.42 2.29
O: 3.66 0.58 3.34
H: 4.92 1.95 2.56
H: 4.31 0.88 1.39
H: 3.23 2.14 2.02
H: 3.14 -0.15 3.01

Values from the calculation:
E_HOMO: -0.3490 Ha
energy above the lowest of the compared OMol25 structures with the same formula, charge and spin: 1.9310 eV
charge: 0
E_LUMO: 0.6 eV

7.
2 unconnected molecules or ions with the total composition C14H21F5O6 at a distorted geometry. Source: OMol25; level of theory: ωB97M-V/def2-TZVPD.

CARTESIAN COORDINATES (ANGSTROEM)
C: -9.18 -4.54 1.63
C: -7.87 -4.76 1.68
O: -6.47 -4.97 1.33
C: -5.74 -3.85 1.86
O: -6.31 -2.89 2.50
O: -4.31 -3.80 1.68
C: -4.11 -3.22 0.35
C: -2.75 -2.30 0.28
C: -3.11 -1.01 -0.63
C: -1.95 0.11 -0.70
F: -2.42 1.14 -1.63
F: -0.73 -0.43 -1.32
C: -1.65 0.84 0.71
F: -2.86 0.88 1.53
F: -0.59 0.22 1.47
F: -1.32 2.22 0.40
H: -10.28 -4.34 1.31
H: -4.99 -2.49 0.11
H: -4.11 -4.00 -0.50
H: -2.45 -2.06 1.36
H: -1.93 -2.97 -0.20
H: -4.07 -0.48 -0.22
H: -3.30 -1.39 -1.71
C: 1.57 3.04 0.62
O: 2.97 2.83 0.56
C: 3.42 1.77 1.39
C: 4.47 0.92 0.68
O: 3.98 0.13 -0.40
C: 3.52 0.82 -1.57
C: 4.61 1.55 -2.35
O: 5.07 2.70 -1.65
C: 6.48 2.87 -1.69
H: 1.32 3.64 1.50
H: 1.27 3.59 -0.28
H: 1.02 2.10 0.64
H: 2.59 1.13 1.71
H: 3.87 2.22 2.29
H: 4.87 0.20 1.41
H: 5.33 1.52 0.36
H: 2.69 1.48 -1.32
H: 3.11 0.05 -2.22
H: 4.19 1.91 -3.30
H: 5.43 0.86 -2.58
H: 7.00 1.91 -1.57
H: 6.77 3.52 -0.87
H: 6.77 3.34 -2.64

Values from the calculation:
E_HOMO: -0.3297 Ha
charge: 0
E_LUMO: 0.2 eV